Record 1
The following is a DFT calculation (ωB97M-V/def2-TZVPD) of a structure of composition C2H3HgMgO2.

Each line ends with the natural charge from an NBO analysis.
Geometry (Å):
Hg  -0.559  1.515  -2.410  0.42
Mg  -1.744  2.201  -0.180  1.59
O  0.661  -2.023  0.098  -0.29
O  -0.047  1.183  -0.181  -0.95
C  -0.126  -1.159  0.625  0.41
C  0.546  0.077  0.346  -0.10
H  1.290  -0.860  -0.255  0.40
H  -1.188  -1.316  0.774  0.23
H  1.166  0.381  1.184  0.30

## Properties
Multiplicity: 2
Charge: +2
LUMO energy (alpha / beta), eV: -10.85 / -11.84
Energy above the lowest of the compared OMol25 structures with the same formula, charge and spin, eV: 1.883


Record 2
The following is a DFT calculation (ωB97M-V/def2-TZVPD) of a structure of composition C2H3HgO3.

Each line ends with the natural charge from an NBO analysis.
Geometry (Å):
Hg  0.029  -0.280  0.203  1.43
O  -1.033  -1.954  0.344  -0.89
O  1.653  0.719  0.037  -0.65
O  -3.004  -1.523  -0.013  -0.55
C  -1.916  -0.907  -0.002  0.33
C  1.990  1.859  -0.233  0.41
H  3.043  2.161  -0.121  0.20
H  1.256  2.605  -0.582  0.18
H  -2.019  -2.680  0.368  0.53

## Properties
Multiplicity: 1
Charge: +1
LUMO energy, eV: -5.96
Energy above the lowest of the compared OMol25 structures with the same formula, charge and spin, eV: 0.702


Record 3
The following is a DFT calculation (ωB97M-V/def2-TZVPD) of an isolated molecule of C2H3I.

Each line ends with the natural charge from an NBO analysis.
Geometry (Å):
I  -0.532  0.001  -1.171  0.85
C  -0.106  1.209  0.444  -0.66
C  -0.413  -1.981  -0.744  -0.70
H  0.338  -2.077  0.057  0.12
H  0.430  0.671  1.215  0.19
H  0.283  2.178  0.199  0.19

## Properties
Multiplicity: 1
LUMO energy (alpha / beta), eV: -1.10 / 0.03
Energy above the lowest of the compared OMol25 structures with the same formula, charge and spin, eV: 6.547


Record 4
The following is a DFT calculation (ωB97M-V/def2-TZVPD) of a structure of composition C2H3I2N.

Each line ends with the natural charge from an NBO analysis.
Geometry (Å):
I  1.590  1.527  2.467  0.13
I  3.078  -0.036  -1.133  0.38
N  -0.756  1.034  0.381  -0.65
C  1.265  -0.555  -0.102  -0.76
C  0.389  0.839  0.864  0.14
H  -1.317  1.694  0.920  0.36
H  1.513  -1.454  0.593  0.22
H  0.567  -0.752  -0.797  0.18

## Properties
Multiplicity: 3
LUMO energy (alpha / beta), eV: 0.17 / -3.66
Energy above the lowest of the compared OMol25 structures with the same formula, charge and spin, eV: 0.831


Record 5
The following is a DFT calculation (ωB97M-V/def2-TZVPD) of a structure of composition C2H3I3O.

Each line ends with the natural charge from an NBO analysis.
Geometry (Å):
I  2.211  1.357  0.520  0.17
I  0.748  0.297  -2.579  0.24
I  0.675  -1.521  2.154  0.17
O  -1.291  1.203  0.227  -0.94
C  0.966  -0.120  -0.537  -0.34
C  0.454  -1.175  0.097  -0.48
H  -1.760  0.606  0.952  0.47
H  0.100  -2.003  -0.535  0.25
H  -2.102  1.356  -0.298  0.47

## Properties
Multiplicity: 1
LUMO energy, eV: -0.21
Energy above the lowest of the compared OMol25 structures with the same formula, charge and spin, eV: 0.875


Record 6
The following is a DFT calculation (ωB97M-V/def2-TZVPD) of a cluster of 2 separate species, C2H3IN2 in total.

Each line ends with the Löwdin charge.
Geometry (Å):
I  -2.083  3.201  -0.800  0.03
N  0.977  0.020  -1.545  0.07
N  1.742  -1.015  -0.963  0.08
C  0.577  -0.614  -0.464  -0.42
C  -0.212  -0.522  0.756  0.00
H  -0.208  -1.340  1.475  0.10
H  -1.136  -0.077  0.474  0.05
H  0.341  0.348  1.066  0.09

## Properties
Multiplicity: 3
LUMO energy (alpha / beta), eV: 0.66 / -3.49
Energy above the lowest of the compared OMol25 structures with the same formula, charge and spin, eV: 0.490


Record 7
The following is a DFT calculation (ωB97M-V/def2-TZVPD) of a cluster of 2 separate species, C2H3IN2O in total.

Each line ends with the natural charge from an NBO analysis.
Geometry (Å):
I  1.757  2.060  -2.383  0.12
O  2.264  0.447  -0.090  -0.21
N  1.677  1.391  -0.396  0.10
N  -1.349  -0.286  -1.528  -0.33
C  -1.113  -0.518  -0.408  0.27
C  -0.863  -0.750  0.986  -0.73
H  -1.370  -1.720  1.366  0.27
H  -1.243  0.096  1.565  0.26
H  0.240  -0.719  0.888  0.26

## Properties
Multiplicity: 1
LUMO energy, eV: -0.96
Structure (SMILES): CC#N.O=NI
Energy above the lowest of the compared OMol25 structures with the same formula, charge and spin, eV: 2.934


Record 8
The following is a DFT calculation (ωB97M-V/def2-TZVPD) of a structure of composition C2H3IN2O.

Each line ends with the natural charge from an NBO analysis.
Geometry (Å):
I  -2.391  -1.366  0.021  0.35
O  -0.732  2.300  -0.041  -0.40
N  -1.647  1.521  -0.009  0.22
N  -1.237  0.317  0.081  -0.43
C  1.245  -0.832  -0.345  -0.45
C  0.626  -0.028  0.431  0.03
H  1.009  0.284  1.370  0.21
H  2.228  -0.888  -0.110  0.22
H  0.899  -1.308  -1.397  0.24

## Properties
Multiplicity: 1
LUMO energy, eV: -0.74
Energy above the lowest of the compared OMol25 structures with the same formula, charge and spin, eV: 5.741


Record 9
The following is a DFT calculation (ωB97M-V/def2-TZVPD) of a structure of composition C2H3IN2O.

Each line ends with the natural charge from an NBO analysis.
Geometry (Å):
I  2.298  1.192  -0.011  0.35
O  1.319  -2.714  0.203  -0.42
N  1.154  -0.518  -0.087  -0.34
N  1.761  -1.577  -0.027  0.20
C  -0.790  0.102  -0.395  0.00
C  -1.349  1.067  0.266  -0.48
H  -2.454  1.305  0.372  0.25
H  -1.266  -0.697  -0.949  0.21
H  -0.673  1.838  0.629  0.23

## Properties
Multiplicity: 1
LUMO energy (alpha / beta), eV: -1.34 / -1.33
Energy above the lowest of the compared OMol25 structures with the same formula, charge and spin, eV: 6.581


Record 10
The following is a DFT calculation (ωB97M-V/def2-TZVPD) of a cluster of 2 separate species, C2H3IN2O2 in total.

Each line ends with the natural charge from an NBO analysis.
Geometry (Å):
I  -2.506  -0.059  -0.044  0.05
O  1.444  -2.201  -0.834  -0.42
O  -0.761  2.366  0.758  -0.38
N  0.939  -1.728  0.165  0.20
N  -0.716  1.391  0.037  0.10
C  0.151  1.043  -0.781  -0.20
C  0.405  -1.363  1.112  -0.02
H  0.917  1.789  -1.082  0.22
H  0.055  -1.382  2.034  0.23
H  0.072  0.144  -1.365  0.22

## Properties
Multiplicity: 1
LUMO energy, eV: -1.75
Structure (SMILES): C=[N+]([O-])I.C#[N+][O-]
Energy above the lowest of the compared OMol25 structures with the same formula, charge and spin, eV: 6.646


Record 11
The following is a DFT calculation (ωB97M-V/def2-TZVPD) of a cluster of 2 separate species, C2H3IN2O2 in total.

Each line ends with the natural charge from an NBO analysis.
Geometry (Å):
I  2.493  0.601  -0.138  0.19
O  1.231  3.813  0.186  -0.51
O  -1.756  -2.560  0.145  -0.55
N  0.022  -1.193  0.186  -0.36
N  -1.256  -1.385  -0.068  0.01
C  0.440  0.018  -0.019  -0.26
C  0.750  3.023  -0.489  0.48
H  0.371  -2.265  0.197  0.46
H  -0.398  0.606  0.031  0.18
H  -1.896  -0.659  -0.032  0.35

## Properties
Multiplicity: 1
LUMO energy (alpha / beta), eV: -0.11 / 0.04
Energy above the lowest of the compared OMol25 structures with the same formula, charge and spin, eV: 6.447


Record 12
The following is a DFT calculation (ωB97M-V/def2-TZVPD) of a cluster of 2 separate species, C2H3IN2OS in total.

Each line ends with the natural charge from an NBO analysis.
Geometry (Å):
I  -2.917  0.849  -1.981  -0.08
S  -0.550  1.231  -1.998  0.07
O  0.980  -2.329  -2.897  -0.48
N  1.395  0.257  -0.550  -0.72
N  -0.714  -0.151  0.337  -0.83
C  0.049  -1.772  -2.700  0.49
C  0.170  0.332  -0.562  0.33
H  2.112  0.788  -0.986  0.40
H  -1.726  -0.367  0.335  0.43
H  -0.260  -0.449  1.154  0.40

## Properties
Multiplicity: 3
LUMO energy (alpha / beta), eV: 0.64 / -2.86
Energy above the lowest of the compared OMol25 structures with the same formula, charge and spin, eV: 0.000


no.,F_max (eV Å⁻¹)
1,3.4
2,6.4
3,0.7
4,6.4
5,4.1
6,2.6
7,3.7
8,5.7
9,5.6
10,4.0
11,5.2
12,3.6